126
Properties=species:S:1:pos:R:3:forces:R:3 method="wB97M-V/def2-TZVPD" orbital_gap_ev=5.85 total_charge=0 smiles="CCSC[C@H](COC)O[C@@H](CCC(F)(F)C(F)(F)C(F)(F)C(F)(F)S(F)(F)(F)(F)F)P(O)(O)=S.COC(=O)OC.COC(=O)OC.COC(=O)OC.COC(=O)OC.COC(=O)OC.COC(=O)OC" e_homo_ev=-8.734 lumo_ev=-2.88
C 4.8582 -5.1431 -0.7791 0.0010 -0.2560 -1.1222
C 4.2566 -4.5582 -2.2019 0.0890 -1.0044 0.4213
S 4.2816 -2.6629 -2.2852 -0.0707 -0.4627 0.5937
C 3.7432 -1.9380 -0.6011 -0.0402 -0.7497 0.8241
C 2.8097 -0.6224 -0.8933 0.9101 0.1243 -2.2088
C 3.6792 0.2887 -1.9984 -0.1420 -0.0060 0.8124
O 3.2986 1.6987 -1.8121 2.2487 -0.5988 -0.7534
C 4.4126 2.6203 -2.0884 0.6635 1.4096 -0.0764
O 2.5897 0.2677 0.2467 -0.7210 -2.5794 0.4924
C 1.9202 -0.3677 1.3813 -2.0348 0.3425 -0.1380
C 0.7592 -1.4622 1.0125 -1.1491 -0.6412 0.6395
C -0.5426 -0.8199 0.2105 0.8753 0.2635 -0.3496
C -1.6261 -1.9938 -0.2878 3.3652 1.0175 0.8018
F -1.3096 -3.1816 0.5846 -1.8317 2.9941 -3.2004
F -1.2946 -2.2271 -1.7269 -1.6667 -0.0050 4.2732
C -3.1148 -1.3605 -0.0275 0.3513 1.2883 2.1689
F -3.2299 -1.1956 1.4711 0.4370 -0.4519 -4.6655
F -3.1063 0.0127 -0.5776 -0.4628 -4.4298 1.3862
C -4.3751 -2.2997 -0.4686 0.4914 -3.3459 1.1350
F -5.1570 -2.7242 0.7528 2.2659 1.7915 -4.4365
F -3.7701 -3.5985 -0.9575 -1.8339 4.2715 1.4131
C -5.2929 -1.7648 -1.7006 1.0351 -3.6754 -3.8947
F -4.4928 -1.2087 -2.8489 -2.3387 -2.2205 4.4081
F -5.9564 -2.9936 -2.2826 2.2312 4.0411 2.1907
S -6.6687 -0.5841 -1.2952 -3.8619 3.2592 -1.6756
F -7.6285 -1.7495 -0.4872 2.6391 2.4751 -1.3175
F -5.9510 0.0184 0.1290 -1.2754 -1.7115 -2.8298
F -5.8524 0.6264 -2.2419 -1.8374 -2.0858 2.5219
F -7.4571 -1.0661 -2.7742 1.6077 1.1081 3.1071
F -7.9418 0.5416 -1.0682 3.3325 -2.3806 0.0191
P 3.1537 -1.0604 2.7228 0.3876 -1.1289 1.3577
O 2.3220 -0.8014 4.2680 1.7126 0.4016 -2.7102
O 3.2833 -2.8151 2.5635 0.0218 2.6800 0.0126
S 4.9060 -0.2126 2.6664 -0.9613 -0.3687 0.0227
H 5.9993 -4.8339 -0.7495 -2.4228 -0.6737 0.1655
H 4.2772 -4.7164 0.1478 1.1730 -0.9587 -1.8423
H 4.7611 -6.3298 -0.8409 0.2593 2.6140 0.4006
H 4.9778 -4.9428 -3.0719 -1.6203 1.1288 1.8515
H 3.1689 -4.9392 -2.4522 2.2260 0.6978 0.7278
H 3.2098 -2.8193 -0.0477 0.6840 1.8859 -0.9609
H 4.7047 -1.6751 0.0435 -2.0740 -0.2174 -1.4799
H 1.8175 -0.9072 -1.4937 1.9168 0.3488 1.7718
H 3.4293 -0.0281 -3.1128 0.6954 0.3933 2.4104
H 4.8140 0.1191 -1.7118 -2.1824 0.4558 -0.8479
H 4.1521 3.3760 -2.9675 0.3010 -1.7470 1.7381
H 5.4232 2.1059 -2.3778 -2.0293 0.6361 0.5426
H 4.6404 3.3007 -1.1419 -0.6549 -1.5801 -1.8029
H 1.3554 0.5133 1.9591 1.4283 -1.8246 -1.1624
H 1.1260 -2.4106 0.4353 -0.4375 1.9933 1.1506
H 0.3191 -1.8510 2.0515 1.1211 0.7976 -2.1858
H -1.0263 -0.0204 0.9142 0.6523 -1.6878 -1.4368
H -0.1726 -0.2758 -0.7722 -0.9257 -1.1160 2.0426
H 2.6771 0.0748 4.6226 -0.4269 -1.6303 -0.7679
H 4.1893 -3.0769 2.2228 -1.3160 0.9651 0.7204
C -10.0583 0.9524 -2.5005 0.2320 -0.2053 -0.0496
O -11.4020 1.4173 -2.3888 -1.0099 -0.6137 -0.1142
C -12.3403 0.4422 -2.4891 0.1788 -0.4016 -0.0686
O -12.1232 -0.7472 -2.6600 -0.3310 1.7042 0.2485
O -13.5621 1.0197 -2.3662 0.9876 -0.2642 -0.0683
C -14.6542 0.1064 -2.4525 -0.4051 -0.3084 -0.0273
H -9.3932 1.8151 -2.4059 -0.4516 -0.0064 -0.0004
H -9.8252 0.2481 -1.6954 -0.4653 0.1162 -0.4909
H -9.8889 0.4928 -3.4797 -0.0632 -0.0712 0.2278
H -14.6049 -0.6317 -1.6455 0.0854 0.0351 -0.2542
H -14.6686 -0.3869 -3.4297 0.1039 -0.0333 0.2478
H -15.5808 0.6761 -2.3413 0.3640 0.1367 0.0058
C -4.4807 -0.0309 4.3420 -0.0298 -0.5623 -0.1366
O -4.4041 1.3603 4.6468 0.9221 0.5829 0.3411
C -3.1739 1.7793 5.0375 0.3092 -0.3342 0.0298
O -2.1777 1.0808 5.1408 -1.4088 1.0257 -0.1807
O -3.2443 3.1100 5.2934 -0.1477 -1.0007 -0.2801
C -2.0133 3.6919 5.7178 0.4406 0.2625 0.1982
H -5.5079 -0.2550 4.0415 0.1434 0.3409 0.1022
H -3.8160 -0.2808 3.5087 -0.0389 0.0407 0.3335
H -4.2409 -0.6332 5.2242 0.1142 0.1189 -0.2072
H -1.2499 3.5909 4.9396 -0.0724 -0.1288 0.2045
H -1.6748 3.2385 6.6551 0.0262 -0.0362 -0.2730
H -2.1859 4.7572 5.8939 -0.2435 -0.2450 -0.1273
C 6.7084 -9.7712 -3.2268 0.4289 -0.1659 -0.3041
O 5.6291 -9.2877 -2.4296 -0.8821 -0.5032 0.2571
C 4.6189 -10.1775 -2.2587 -0.0447 -0.5237 -0.1969
O 4.5734 -11.3079 -2.7183 0.0752 1.6954 0.6851
O 3.6681 -9.5918 -1.4879 0.8752 -0.2420 -0.5883
C 2.5361 -10.4180 -1.2232 -0.4613 -0.3061 0.1214
H 7.4583 -8.9785 -3.2970 -0.3380 0.0089 0.1920
H 7.1734 -10.6446 -2.7582 -0.2007 0.0675 -0.1735
H 6.3643 -10.0103 -4.2383 0.0275 -0.1157 0.2451
H 2.8343 -11.3172 -0.6745 -0.0281 0.0943 -0.2553
H 2.0252 -10.6829 -2.1546 0.2010 -0.0864 0.1631
H 1.8410 -9.8494 -0.5995 0.3461 0.1157 -0.1386
C -2.0735 6.2022 2.5913 -0.3146 -0.3256 -0.3965
O -1.3265 6.9116 3.5777 0.5311 0.8762 -0.0580
C -0.7815 8.0734 3.1367 -0.0539 0.3339 -0.6184
O -0.8821 8.5301 2.0088 0.1539 -0.7324 1.7419
O -0.1051 8.6390 4.1681 -0.8038 -0.4369 -0.8528
C 0.5253 9.8776 3.8476 0.3149 0.5946 -0.0891
H -2.4630 5.2907 3.0530 0.1877 0.2628 0.1717
H -2.9214 6.8016 2.2440 0.2668 -0.0520 -0.0443
H -1.4310 5.9158 1.7525 -0.1505 0.2100 0.0818
H -0.2186 10.6239 3.5506 0.1408 -0.2135 -0.1059
H 1.2718 9.7381 3.0590 -0.2618 0.0403 0.0539
H 1.0359 10.2390 4.7443 -0.1847 -0.3516 -0.0486
C 3.4433 0.5051 -6.7873 -0.4373 0.2295 -0.1901
O 4.6092 -0.0853 -6.2161 0.6197 -0.7344 -0.4525
C 5.2167 -1.0027 -7.0103 -0.1435 -0.1475 -0.4195
O 4.8511 -1.3403 -8.1253 0.5314 0.4917 1.6212
O 6.3014 -1.4793 -6.3489 -0.8766 0.4902 -0.3551
C 7.0437 -2.4609 -7.0697 0.2790 -0.3477 -0.2360
H 3.0400 1.2221 -6.0669 0.3117 -0.2163 0.0484
H 3.6944 1.0446 -7.7063 -0.0748 -0.2451 0.0839
H 2.6801 -0.2558 -6.9799 0.2095 0.1161 -0.1193
H 7.4388 -2.0400 -7.9999 -0.2190 -0.1297 0.0922
H 6.4245 -3.3405 -7.2736 0.0608 0.2364 -0.1128
H 7.8873 -2.7712 -6.4472 -0.2736 0.2654 0.0898
C 6.3027 7.5069 5.3637 0.5097 -0.1487 -0.0396
O 4.9590 7.9719 5.4754 -0.8485 -0.5836 -0.0551
C 4.0207 6.9967 5.3752 0.0366 -0.4999 -0.0685
O 4.2378 5.8074 5.2042 -0.2989 1.7526 0.2528
O 2.7989 7.5742 5.4980 1.0993 -0.2296 -0.0952
C 1.7068 6.6610 5.4117 -0.6023 -0.4050 0.1984
H 6.9679 8.3697 5.4583 -0.3891 -0.0038 0.0140
H 6.5358 6.8026 6.1688 -0.0998 0.0032 -0.2543
H 6.4721 7.0474 4.3845 -0.0809 -0.0680 0.2513
H 1.7561 5.9229 6.2188 0.1798 -0.0084 -0.2497
H 1.6924 6.1676 4.4345 0.0905 -0.0254 0.2187
H 0.7802 7.2307 5.5230 0.5454 -0.0355 0.0152



50
Properties=species:S:1:pos:R:3:forces:R:3 method="wB97M-V/def2-TZVPD" orbital_gap_ev=2.52 total_charge=0 e_homo_ev=-5.374 lumo_ev=-2.86
C 7.4357 -2.0213 0.6497 -0.6010 -1.0132 0.6111
C 6.3197 -2.5281 0.6766 0.0803 -0.1251 1.1387
C 4.9430 -3.1868 1.0451 0.5055 0.9344 0.2114
C 3.7483 -2.5580 0.1964 0.4940 -0.1856 -1.1894
C 2.6279 -3.5989 -0.2828 -0.2239 0.9181 0.3141
C 2.1645 -4.6542 0.8065 -1.9708 -0.2396 -0.1334
C 0.7544 -4.3091 1.4250 0.4106 0.1389 0.5510
C -0.2810 -4.0649 2.0390 1.4572 -0.8151 0.4545
O 1.9962 -5.9512 0.1359 2.2854 0.5774 0.9794
C 3.2056 -6.6714 0.1303 -0.6977 -2.1456 -1.4196
O 3.2811 -7.6665 -0.5587 0.0064 1.9620 1.3376
H 8.5134 -1.7471 0.8118 -1.8984 -0.2181 -0.6402
H 5.0054 -4.3180 0.9714 0.0482 1.4779 -0.2715
H 4.7107 -2.9735 2.1440 0.6518 -0.2878 -1.3638
H 3.3052 -1.6382 0.7261 1.2873 -2.0833 -0.7629
H 4.2248 -2.1422 -0.7564 -0.7913 -0.4193 1.2377
H 1.6801 -2.9754 -0.5483 1.4465 -1.3414 0.4517
H 2.9087 -4.1058 -1.2645 -0.1639 0.4891 1.5277
H 2.8903 -4.8383 1.6503 -0.7481 0.7019 -0.8003
H -1.0471 -4.0520 2.8641 0.9744 0.2212 -1.7734
H 4.0894 -6.3768 0.7912 -1.3535 0.2807 -0.5070
Li 0.8422 -1.4712 -1.0376 -1.2404 0.2612 -1.4712
C -4.9457 3.0972 1.6295 -0.0767 -0.0228 -0.3855
O -4.8432 3.5476 0.2924 0.0372 0.0843 0.5475
C -4.2122 4.8232 0.1682 0.2137 0.0628 -0.5411
C -2.8451 4.6881 -0.4971 -0.3477 -0.3231 0.1940
N -1.8869 4.0260 0.3951 0.1485 0.0721 0.0082
C -0.6512 3.6234 -0.2703 -0.2656 -0.2519 0.2118
C -0.7619 2.5843 -1.3914 0.5145 0.2150 -0.1714
O -1.1533 1.2862 -0.9464 0.4306 0.0866 0.0561
C -2.5507 1.1096 -0.8110 0.8689 0.3257 1.6807
H -5.5790 2.2092 1.6389 0.0195 0.0336 -0.0927
H -3.9636 2.8220 2.0280 0.0095 0.0630 0.2172
H -5.4063 3.8583 2.2676 0.0779 -0.0180 0.0818
H -4.1409 5.3413 1.1322 0.0280 -0.1915 0.0494
H -4.8524 5.4255 -0.4827 0.0522 -0.0113 0.0008
H -2.4706 5.6829 -0.7540 0.0382 -0.0295 0.0036
H -2.9838 4.1213 -1.4245 -0.0573 0.1949 -0.2178
H -2.3184 3.1971 0.7879 -0.0276 0.0829 -0.0873
H 0.0024 3.2083 0.5099 0.1078 -0.0141 0.0183
H -0.1490 4.5161 -0.6576 -0.0915 -0.0530 -0.1081
H 0.2421 2.4586 -1.8136 0.0329 -0.0540 0.0365
H -1.3993 2.9214 -2.2273 -0.3790 -0.0440 -0.1916
H -3.1115 1.7094 -1.5344 0.3233 0.6439 0.3314
H -2.8723 1.3410 0.2112 -0.2676 0.1785 0.1019
H -2.7702 0.0529 -0.9809 0.4601 -0.0425 0.6744
Br -3.6941 0.1279 -2.8060 -1.4272 -1.5423 -2.7194
K 1.6957 -0.3221 1.1860 -0.6277 1.4179 1.2501
O -2.6299 3.4464 -3.6969 0.3155 0.3557 0.8614
H -2.7662 3.0118 -4.5365 -0.0688 -0.3080 -0.2924



8
Properties=species:S:1:pos:R:3:forces:R:3 method="wB97M-V/def2-TZVPD" orbital_gap_ev="7.18 / 7.18" total_charge=-1 de_lowest_ev=2.743 e_homo_ev="-3.001 / -3.006" lumo_ev="4.18 / 4.18"
C 0.2124 -0.7435 0.1257 -1.2776 2.0545 1.2866
N 0.5596 -1.8663 -0.0868 0.2191 -2.4274 0.1197
O 1.4701 1.8932 0.4036 -0.6445 -0.7429 0.0003
O -0.5807 1.4553 -1.1588 -1.4065 -0.4303 1.4542
P 0.9054 0.9487 -0.6276 0.6875 0.6645 -0.6121
H -1.4304 -0.2922 1.4680 0.9788 -0.2615 -1.0158
H 0.1738 -2.7219 0.3380 0.1027 0.9598 -0.2691
H -1.3101 1.3267 -0.4621 1.3404 0.1833 -0.9637